[1]
The following is a quantum chemistry calculation of a molecular structure, C40H44BrCrN5O5S at a distorted geometry, from the Open Molecules 2025 dataset.

## Properties
- Net charge: +1
- LUMO (alpha / beta): -0.1454 / -0.1516 hartree
- Energy: -169175.291 eV
- Strongest force on any atom: 2.69 eV/Å
- Orbital gap (alpha / beta): 0.20762 / 0.20150 hartree
- Spin multiplicity: 4

Geometry as XYZ:
```
97
C40H44BrCrN5O5S (the ωB97M-V functional and the def2-TZVPD basis)
Br 1.9695 -0.7577 -1.6564
Cr 0.7356 0.6996 0.3187
S 2.5527 6.2689 -2.9640
O 3.3965 6.0130 -4.1321
O -1.8571 5.3941 -0.3804
O 0.0965 2.1770 1.3038
O 2.7984 7.5258 -2.3149
O 1.1732 5.8357 -3.2209
N -1.0279 -0.3366 0.1505
N 0.9494 -0.5672 2.0002
N -0.0617 3.1558 -0.7644
N 0.4711 1.9793 -1.2025
N 2.7278 1.6035 0.5575
C -0.0609 -2.4402 3.0904
C -0.2328 -4.5470 5.0490
C -2.1760 -2.2402 0.9815
C 0.9065 -3.5269 5.2667
C -4.1229 -3.2783 -0.3618
C 3.0032 5.0227 -1.7506
C 0.6957 -2.7827 6.5922
C 1.9130 0.5479 -4.2506
C 1.8791 -1.4991 3.9715
C -4.7806 3.5264 0.8959
C 4.3477 -0.8625 -6.6589
C 2.6906 5.2175 -0.4193
C 2.6810 -1.8409 -4.5858
C 3.4368 3.8480 -2.3269
C 3.4359 -0.0316 -5.9996
C 0.8975 1.8481 -2.4408
C 1.4995 0.6537 -2.9615
C 2.7088 4.0141 0.3550
C -3.0897 -2.1872 -0.0788
C -5.4099 -2.6526 -0.7804
C -4.1204 2.4421 1.4879
C -1.1413 -1.3469 1.0363
C 4.3643 -2.2006 -6.2959
C 3.5552 2.6914 -1.5564
C -0.0571 -1.4197 2.1265
C 3.0231 2.7878 -0.2325
C 0.9180 -2.5002 4.0949
C -1.9709 -0.2003 -0.7870
C -2.6292 4.4337 0.1807
C 1.9628 -0.6888 2.8806
C 2.6770 -0.4622 -4.9129
C -0.4921 3.2176 0.6300
C -4.0165 4.5006 0.2331
C -2.0050 3.3082 0.7475
C 3.4552 -2.6560 -5.3326
C -4.3406 -4.2031 0.8742
C 2.2973 -4.2480 5.2119
C -3.5660 -4.1400 -1.5262
C -2.9982 -1.0852 -0.9581
C -2.7660 2.3234 1.4099
H -6.1825 -3.4077 -0.9630
H 0.7299 -3.4503 7.4650
H 3.0917 -3.5692 5.4899
H -3.4022 -4.7128 1.1030
H -4.7137 1.6998 2.0239
H -5.1081 -4.9387 0.6323
H 5.0059 -2.8645 -6.7520
H 2.3051 6.1878 -0.0913
H 3.7036 3.9376 -3.4246
H 3.4155 0.9034 0.3594
H 3.8067 1.7180 -2.0176
H -3.7705 -0.9436 -1.7014
H 3.4632 -3.7090 -5.1942
H -4.1346 -5.0769 -1.4826
H -5.2826 -2.2202 -1.7832
H -3.7420 -3.6383 -2.5286
H 2.0091 -2.1681 -3.8139
H 0.1895 3.9666 -1.2865
H 0.7063 2.7299 -3.1087
H 1.7067 1.4565 -4.8596
H 2.7535 1.9181 1.5656
H -0.3179 -5.2633 5.8447
H 1.4419 -1.9607 6.7940
H 2.8077 0.0173 2.7119
H -5.8705 3.6068 0.8350
H -1.8266 0.6046 -1.4653
H -0.8751 -3.1606 3.0848
H 2.4751 -4.6367 4.2340
H -2.2855 -2.9941 1.7058
H -1.2125 -4.0210 4.8597
H -0.2846 -2.2986 6.6683
H -4.5546 5.3465 -0.1930
H 2.2573 -5.0854 5.9074
H -2.4569 5.9400 -0.9243
H 2.2541 3.9482 1.3349
H -2.5287 -4.3892 -1.3346
H -0.1243 4.1660 1.0267
H -2.2476 1.5651 1.9231
H -5.7716 -1.8839 -0.0645
H 5.0094 -0.4961 -7.4187
H -4.6107 -3.5935 1.7242
H 3.3344 1.0331 -6.3452
H 2.6580 -1.4484 4.7369
H -0.1172 -5.1491 4.1279
```

Atom charges from the Mulliken analysis, given in e for atoms 1 to 5: number 1, Br, carries -0.0893; number 2, Cr, carries -0.2034; number 3, S, carries 1.3032; number 4, O, carries -0.7210; number 5, O, carries -0.4715

=====

[2]
The following is a quantum chemistry calculation of a molecular structure, C40H45BF4N3O2ReS3Sb2, from the Open Molecules 2025 dataset.

## Properties
- Net charge: +1
- LUMO (alpha / beta): -0.1723 / -0.1567 hartree
- Energy: -110031.970 eV
- Strongest force on any atom: 0.78 eV/Å
- Orbital gap (alpha / beta): 0.19774 / 0.21358 hartree
- Spin multiplicity: 2

Geometry as XYZ:
```
101
C40H45BF4N3O2ReS3Sb2 (the ωB97M-V functional and the def2-TZVPD basis)
Re 1.1800 0.0157 -0.2889
Sb 0.6414 -0.2809 -2.9509
Sb -3.0086 0.8277 -0.4694
S -0.9147 0.4755 0.5790
S 4.0915 -0.3849 -2.6301
S 5.7547 1.0590 -0.6770
F -0.5591 3.4872 -0.2997
F 1.2801 2.1703 -0.7852
F 0.8369 4.0385 -2.0379
F -0.5427 2.2174 -2.1866
O 0.7407 1.4951 3.9488
O 1.5531 0.6264 1.6059
N 3.7121 0.9680 0.9758
N 3.2424 0.3990 -0.2328
N 2.6977 -2.4340 3.0528
C -6.1544 2.2189 2.1419
C -3.2865 3.4669 -1.8081
C -3.7262 -1.1467 -0.6349
C 6.4350 0.8882 -2.3502
C 3.3744 -3.4854 3.7700
C 4.3954 1.7716 3.5910
C -4.0935 2.8693 3.2044
C 5.8774 -0.3805 -2.9565
C -5.4418 1.6464 1.1011
C 3.7050 2.3954 5.7904
C 4.7216 2.2104 4.8529
C 3.0677 1.5064 3.2298
C -3.7841 -3.2962 0.4519
C -4.4905 -1.6601 -1.6792
C -3.4708 2.1103 -2.0604
C 1.6641 -4.2207 0.7901
C 1.4144 1.1630 -4.2957
C 1.3010 -2.1120 -3.8262
C -3.3779 -1.9713 0.4349
C -4.0510 1.6854 1.1234
C 0.6229 -4.8087 0.1069
C -0.2300 -4.0209 -0.6601
C -3.3686 2.2962 2.1680
C 2.7870 1.0222 1.8730
C 1.3152 -2.2865 3.4474
C 1.0697 -2.0278 -0.0682
C 1.9020 -2.8442 0.7392
C -4.4692 2.6210 -4.1812
C -4.2794 3.9720 -3.9380
C 4.2216 0.3807 -1.0907
C 2.3918 2.1453 5.4615
C -1.3439 -0.4016 -3.6687
C -4.8863 -2.9912 -1.6589
C 3.0002 -2.3288 1.6348
C 2.0560 1.6989 4.1823
C -4.0636 1.6819 -3.2433
C -3.6886 4.3930 -2.7571
C -4.5315 -3.8080 -0.5971
C -5.4782 2.8272 3.1912
C 0.0019 -2.6678 -0.7478
B 0.2096 3.0516 -1.3516
H -6.0369 3.2731 4.0025
H -4.8089 -1.0449 -2.5044
H 7.5196 0.8468 -2.2651
H 4.4427 -3.4634 3.5550
H -3.5116 -3.9272 1.2866
H -4.5921 4.6998 -4.6728
H 1.2500 -2.9113 -3.0919
H -4.8450 -4.8429 -0.5833
H 6.3084 -1.2707 -2.4982
H 5.1662 1.6169 2.8493
H 0.8380 -1.4938 2.8738
H 0.7226 -3.2042 3.3113
H 0.6651 1.3393 -5.0644
H 0.6403 1.1649 3.0353
H -7.2347 2.1909 2.1349
H 0.4663 -5.8772 0.1736
H 0.6463 -2.3442 -4.6631
H 6.0149 -0.4233 -4.0358
H 3.9455 2.7396 6.7869
H 2.9966 -4.4951 3.5465
H -2.7866 -1.5913 1.2603
H -5.9755 1.1739 0.2850
H -2.2870 2.3404 2.1767
H -3.5716 3.3484 4.0204
H 1.2676 -2.0083 4.5013
H -1.2733 -0.6761 -4.7186
H -5.4832 -3.3827 -2.4706
H -1.9178 -1.1662 -3.1435
H 1.5936 2.2880 6.1753
H -3.5352 5.4461 -2.5699
H 2.3164 -4.8331 1.3992
H -2.8225 3.8046 -0.8906
H 3.2504 -1.3096 1.3748
H 3.2489 -3.3232 4.8404
H 2.3319 0.8004 -4.7529
H 5.7503 2.4063 5.1139
H 2.3208 -2.0269 -4.1888
H -1.0678 -4.4612 -1.1817
H -0.6975 -2.0804 -1.3319
H -4.1882 0.6357 -3.4685
H -4.9296 2.2930 -5.1027
H 3.9019 -2.9188 1.4472
H 6.1547 1.7653 -2.9350
H 1.6011 2.0905 -3.7611
H -1.8187 0.5688 -3.5716
```

Atom charges from the Mulliken analysis, given in e for atoms 1 to 5: number 1, Re, carries -0.1369; number 2, Sb, carries 0.6921; number 3, Sb, carries 1.7327; number 4, S, carries -0.0611; number 5, S, carries -0.0366

=====

Look up the spin multiplicity of the second one. 2

=====

Which formula does entry 1 have? C40H44BrCrN5O5S